1.
Entry from the Open Molecules 2025 dataset: an isolated ion of composition C4H9ClN and charge +1 in a non-equilibrium geometry (ωB97M-V/def2-TZVPD).

Cartesian coordinates (Å):
H (-0.86503, -0.18073, -2.13704)
H (-1.47890, 1.02135, 2.02240)
C (0.89206, -1.61403, -0.67664)
H (-1.10805, 1.16394, -0.85976)
H (0.25222, 1.07753, -2.06888)
Cl (0.43350, -1.08976, 2.22098)
H (0.20985, 1.89473, 2.29996)
H (0.24276, -2.35272, -0.34937)
N (0.27791, -0.36314, -0.43558)
H (0.94117, -1.71822, -1.88137)
C (-0.54154, 1.36478, 1.56692)
H (-0.69518, 2.00014, 0.61084)
H (1.73096, -1.81306, -0.10197)
C (0.07015, 0.08925, 1.16332)
C (-0.36187, 0.51993, -1.37382)

Cartesian forces, eV/Å:
0.022 0.992 1.288
0.000 0.768 0.272
-1.161 0.296 -4.447
0.542 -0.694 -0.858
0.837 0.446 0.530
0.381 -0.439 0.489
-1.739 -0.931 -1.194
-1.660 -1.790 0.338
-0.889 4.158 8.264
0.537 0.099 3.038
1.502 1.056 -1.084
0.135 -0.793 2.144
2.298 0.233 0.436
0.842 -1.909 -7.398
-1.648 -1.494 -1.818

HOMO energy	-14.20	eV
total charge	+1
SMILES	CC(Cl)=[N+](C)C

=====

2.
Entry from the Open Molecules 2025 dataset: a 2-piece molecular cluster, C4H9NO2 overall (ωB97M-V/def2-TZVPD).

Cartesian coordinates (Å):
H (1.54850, 1.09638, -0.56574)
H (0.36749, 0.02039, -2.58022)
H (2.10337, -0.64831, 1.18100)
H (0.49258, -1.21981, -0.48977)
H (0.67823, -0.13719, 2.11570)
H (-0.99312, 0.91099, -1.85493)
C (0.78083, 0.70388, 0.12398)
H (-1.16895, -0.80919, -2.18621)
C (-2.12872, -0.70236, 0.72008)
H (2.03691, 0.98081, 1.86862)
N (-0.02071, -0.34350, -0.49936)
C (1.43618, 0.19506, 1.40059)
O (-2.67205, -1.15326, -0.21283)
C (-0.45868, -0.04570, -1.85401)
O (-1.75992, -0.28138, 1.74744)
H (0.10953, 1.54137, 0.35764)

Cartesian forces, eV/Å:
-0.075 -0.080 0.078
-0.108 0.042 0.116
-0.084 0.121 0.042
-0.006 0.101 -0.004
0.148 0.046 -0.118
0.096 -0.108 -0.010
0.044 0.117 -0.003
0.184 0.112 0.026
-0.389 -0.113 0.199
-0.085 -0.102 -0.072
0.198 -0.128 -0.067
0.012 -0.013 0.004
0.316 0.291 0.689
-0.067 0.062 -0.150
-0.287 -0.249 -0.698
0.105 -0.097 -0.032

HOMO energy	-9.23	eV
total charge	0
SMILES	O=C=O.CCNC

=====

3.
Entry from the Open Molecules 2025 dataset: C5H9NO in the gas phase (ωB97M-V/def2-TZVPD).

Cartesian coordinates (Å):
H (-0.80977, 0.72797, 1.39233)
N (0.04820, -1.73614, 0.47235)
H (-1.21739, -1.00891, -1.11276)
H (2.22506, 0.88905, -0.09391)
H (-0.11076, -2.63492, 0.02445)
C (-0.67995, -0.69434, -0.21870)
H (-2.08017, 2.05248, -0.96309)
H (2.56914, -0.63439, 0.76448)
O (-0.09532, 1.88472, -1.02442)
C (-1.33433, 0.47861, 0.46604)
H (1.32903, 0.46372, 1.37671)
C (0.78862, -0.75094, -0.34582)
C (1.77771, 0.05965, 0.46321)
C (-1.16783, 1.58288, -0.55939)
H (1.14644, -0.99673, -1.34862)
H (-2.38867, 0.31729, 0.70716)

Cartesian forces, eV/Å:
-0.011 0.022 -0.128
-0.010 -0.252 0.041
0.018 0.037 0.027
-0.215 -0.211 -0.021
0.179 0.169 0.000
-0.080 0.191 -0.269
-0.155 0.124 0.107
0.018 0.188 0.051
-0.434 0.178 0.224
0.038 0.005 0.079
0.069 -0.120 -0.177
0.301 -0.136 -0.011
0.008 -0.050 0.045
0.237 0.241 -0.205
-0.060 -0.356 0.323
0.099 -0.029 -0.086

HOMO energy	-9.62	eV
total charge	0
SMILES	C[C@H]1N[C@H]1CC=O

=====

4.
Entry from the Open Molecules 2025 dataset: a 2-piece molecular cluster, HO2PS overall in a non-equilibrium geometry (ωB97M-V/def2-TZVPD).

Cartesian coordinates (Å):
H (0.22667, -1.19604, 0.44043)
O (1.17980, 0.23778, -1.49259)
P (-0.38014, -0.12633, 0.88991)
S (0.68829, 1.57495, -1.16450)
O (-1.71461, -0.49037, 1.32675)

Cartesian forces, eV/Å:
1.376 -3.070 -1.348
0.618 -1.389 -0.462
0.182 3.696 1.454
-0.451 1.523 0.040
-1.724 -0.761 0.315

HOMO energy (alpha / beta)	-8.89 / -9.74	eV
total charge	0
spin multiplicity	3

=====

5.
Entry from the Open Molecules 2025 dataset: an isolated ion of composition C5H13N4 and charge +1 in a non-equilibrium geometry (ωB97M-V/def2-TZVPD).

Cartesian coordinates (Å):
N (-0.43984, 2.21951, -2.17373)
H (-1.48259, 2.54248, -2.27348)
C (-0.26879, 1.30899, -3.26732)
C (0.87900, -0.62482, 1.42282)
C (-0.12539, -1.42338, 1.84838)
N (0.67909, 1.24993, -0.44930)
N (-1.40832, -1.29561, 1.49015)
H (0.97315, -3.30223, 2.51187)
H (1.37149, 1.84249, -0.79575)
C (0.09046, -2.62971, 2.84950)
H (0.66086, 0.87012, -3.26191)
H (-0.34407, 1.76256, -4.20242)
H (-0.81899, -3.22238, 3.00521)
H (-1.03932, 0.50784, -3.14227)
C (1.15377, 0.40514, 0.47530)
N (-0.55657, 1.59709, -0.88231)
H (-2.08073, -1.82192, 1.89977)
H (-1.88591, -0.44395, 0.95707)
H (0.20163, 2.91168, -2.27039)
H (0.39657, -2.28133, 3.82100)
H (2.25727, 0.61536, 0.43880)
H (1.78721, -0.78789, 1.99901)

Cartesian forces, eV/Å:
-5.487 -2.315 0.615
2.702 0.177 0.314
-2.014 -2.338 -0.058
1.482 0.738 0.050
-1.897 -1.297 0.869
-0.556 -1.760 0.993
0.020 4.213 -2.990
-1.680 1.086 0.270
1.737 0.967 -0.411
1.498 0.030 -1.511
2.239 -1.086 0.436
-0.514 1.115 -1.506
0.268 0.170 -0.384
0.691 0.699 -0.263
1.551 1.061 -1.039
-1.330 -0.389 1.142
-2.056 -2.129 1.481
2.166 -2.320 1.399
2.254 3.453 0.104
0.070 0.496 0.366
-1.141 -0.337 0.487
-0.003 -0.235 -0.363

HOMO energy (alpha / beta)	-11.03 / -11.04	eV
total charge	+1

=====

6.
Entry from the Open Molecules 2025 dataset: C35H27BrF3FeN6O6S2 as an isolated structure in a non-equilibrium geometry (ωB97M-V/def2-TZVPD).

Cartesian coordinates (Å):
C (1.46048, 4.26932, -2.80408)
N (0.19217, 0.83797, -2.33363)
C (1.05169, 3.06125, -2.17411)
H (-1.89977, 0.16240, 8.58988)
H (-1.70288, -0.46261, -5.39134)
H (4.61265, 1.40665, 1.47261)
H (0.52444, -0.27767, 8.32323)
H (2.42772, 5.84247, 0.03516)
C (0.01943, 0.43191, 7.68826)
H (-1.81826, -6.01279, 0.28714)
H (-1.46790, -3.94493, 1.65889)
O (-2.70600, -1.32725, -2.79824)
O (-1.55716, -0.09709, -1.19354)
C (2.69299, 0.73026, 4.21789)
C (0.09662, 1.97237, 5.81418)
H (1.54815, -3.78981, -3.78449)
C (0.76231, 1.03967, 6.64992)
H (-1.83690, -0.38241, 0.55279)
C (0.55801, 1.96959, -2.96418)
C (-0.62388, -0.85473, 3.44308)
C (2.03426, 5.08458, -0.62426)
C (0.84035, -3.06079, -4.15234)
H (0.28717, -4.33246, -7.22682)
C (1.31723, 4.40606, -4.19682)
C (1.53864, 3.88129, -0.10011)
F (-4.78927, 0.21424, -2.07587)
C (-4.35301, -0.41538, -0.98655)
S (-1.33425, 0.05210, -2.68200)
N (0.29726, 0.08873, 1.45300)
C (-0.71739, -0.47148, 2.09917)
C (3.74731, 1.10508, 2.04277)
C (-0.57932, -1.18973, -3.75173)
C (-1.32188, 0.67448, 7.83548)
H (-1.43821, -1.40041, 3.89016)
F (-5.43055, -0.96135, -0.38694)
C (-0.97404, -1.19029, -5.07436)
F (-3.90460, 0.52623, -0.12995)
C (-1.44522, -3.91214, 0.56511)
S (-3.04249, -1.79617, -1.36959)
H (0.65739, 2.46574, 5.03367)
C (-1.24172, 2.23528, 5.98422)
C (0.46339, 2.15269, -4.34130)
C (0.44557, -3.09436, -5.48402)
Br (-3.81205, 1.92553, 7.19777)
O (2.50625, 0.65363, 0.05484)
H (-1.02412, -5.24201, -1.08841)
H (0.65464, -2.06941, -2.25406)
H (-0.09455, -5.60418, 0.37774)
C (-0.50536, -2.90507, 0.15940)
H (0.70468, 3.46472, -6.00615)
H (0.11006, 1.33131, -4.94332)
C (1.96912, 5.29029, -1.97561)
H (-1.74277, 2.93703, 5.33133)
N (0.28932, -2.14608, -0.17369)
H (-2.43549, -3.62549, 0.19593)
H (0.57520, -0.80451, 5.19483)
N (2.03003, 0.62767, 6.49883)
C (-0.45418, -2.13637, -5.93866)
C (1.53904, 0.18289, 3.53977)
C (0.98694, -4.13536, -6.41833)
C (2.58455, 0.71186, 1.33615)
H (4.65664, 1.51085, 3.92722)
C (0.49656, -0.50883, 4.16188)
H (1.18392, -5.06424, -5.88875)
C (0.81864, 3.36020, -4.93502)
C (-1.06373, -5.28506, -0.00266)
H (-0.75895, -2.13391, -6.97486)
H (1.92323, -3.79215, -6.85793)
C (0.34090, -2.10244, -3.28460)
H (1.59330, 5.33721, -4.67188)
N (1.05781, 2.91219, -0.83827)
O (-2.09398, 1.02926, -3.39905)
C (-1.94688, 1.57894, 6.98378)
H (1.53656, 3.71530, 0.96727)
O (-1.86740, -0.72377, 1.46488)
H (2.29187, 6.22313, -2.41993)
N (2.82221, 0.86451, 5.52461)
Fe (0.42725, 0.45605, -0.52807)
C (3.78033, 1.14862, 3.41072)
C (1.45524, 0.34396, 2.13641)
O (-3.92536, -2.96281, -1.47441)

Cartesian forces, eV/Å:
-0.100 -0.253 0.127
-0.697 -0.936 -0.124
0.015 0.285 -0.646
0.000 0.002 0.096
-0.128 0.072 -0.158
0.057 0.020 -0.126
0.104 -0.087 0.088
0.023 0.047 0.110
0.301 0.032 -0.231
-0.002 -0.052 -0.003
-0.064 0.094 -0.096
-0.663 -0.157 0.018
1.656 0.698 0.175
0.025 -0.347 -0.063
0.556 -0.195 0.206
0.083 -0.089 0.045
-0.938 1.193 0.097
0.006 -0.030 -0.075
0.134 0.581 -1.018
0.304 -0.074 0.389
-0.012 0.210 -0.298
-0.127 0.153 -0.025
-0.028 -0.061 -0.077
-0.053 -0.057 -0.364
-0.079 -0.266 0.050
0.121 -0.111 -0.087
-0.389 0.135 0.319
2.567 1.639 -0.131
-0.256 -0.045 0.538
0.095 0.268 -0.380
-0.007 0.048 0.122
0.005 0.121 0.127
-0.276 0.147 -0.037
-0.128 0.000 0.030
0.181 -0.161 -0.109
-0.156 0.128 0.066
0.128 -0.024 -0.005
-0.532 -0.689 0.219
-1.856 -0.920 0.157
0.008 0.036 -0.069
-0.268 0.046 0.033
0.035 -0.190 0.566
-0.098 -0.013 -0.049
0.253 -0.053 -0.034
-0.623 -0.015 0.151
0.007 -0.034 -0.062
0.098 -0.050 -0.074
0.024 -0.051 -0.035
0.660 0.354 -0.160
0.023 0.040 -0.059
-0.066 -0.010 -0.099
-0.038 -0.154 0.222
-0.042 -0.009 0.023
0.040 -0.173 0.059
0.102 -0.079 0.190
-0.010 -0.019 0.010
0.526 -1.899 0.425
0.123 -0.010 0.161
0.274 0.122 -0.541
0.076 0.102 0.011
0.116 0.053 -0.695
0.082 0.023 0.042
-0.640 -0.322 -0.378
0.030 -0.110 -0.009
0.169 0.419 0.003
-0.026 0.128 0.076
-0.063 -0.035 -0.125
0.100 -0.056 -0.091
0.155 0.022 0.113
0.059 0.069 -0.021
-0.066 -0.208 0.559
-0.482 -0.187 -0.354
-0.282 0.105 -0.041
0.010 -0.021 0.199
0.304 0.163 0.435
0.053 0.036 -0.018
0.082 1.162 -0.030
0.001 0.006 0.417
0.116 0.129 -0.231
-0.447 -0.137 0.619
-0.245 -0.501 -0.064

HOMO energy (alpha / beta)	-3.99 / -4.98	eV
total charge	-1
spin multiplicity	5

=====

Let's list energy relative to the best compared isomer or geometry (same formula, charge and spin) in order: 55.9 10.5 52.9 6.6 109.8 108.2 kcal per mole.